Density functional theory data (ωB97M-V/def2-TZVPD) for C4H11INO as an isolated structure at a distorted geometry.

XYZ file:
```
18
Properties=species:S:1:pos:R:3:lowdin_charge:R:1
C -0.72433 -1.83759 0.91900 -0.1730
C -0.34734 1.21828 -2.68417 0.0158
C 0.39967 -1.68457 1.96266 -0.5219
C 0.24851 1.27503 -0.23648 -0.1714
N 0.47185 1.44647 -1.50087 0.0711
O 1.20462 1.35030 0.65438 0.0528
I -0.08883 0.07805 3.22903 0.9460
H -0.66906 -1.02627 0.08901 0.0719
H -0.61574 -2.83726 0.61478 0.0630
H -1.60614 -1.61917 1.49130 0.0414
H 0.19611 0.52987 -3.34672 0.1213
H -1.25984 0.81062 -2.54521 0.0616
H -0.46305 2.22555 -3.07819 0.1140
H 0.22541 -2.32011 2.74754 -0.0247
H 1.50089 -1.63639 1.69516 0.0875
H -0.76516 1.10626 0.06909 0.1473
H 1.42425 1.63259 -1.69356 0.1616
H 0.86817 1.28834 1.61327 -0.0644
```

Calculated values
total charge: +1
maximum force: 0.0666 Eh/bohr
spin multiplicity: 1
energy above the lowest of the compared OMol25 structures with the same formula, charge and spin: 0.932 eV
DFT total energy: -586.411603 a.u.